Molecular formula: C46H128N10O13
Method: DFT, ωB97M-V/def2-TZVPD

Each atom is followed by the atoms it is bonded to, with distances in Å.
Atoms and positions in Å:
1 C 4.216 -2.811 1.328  C2 1.512, H4 1.097, H5 1.091, H6 1.092
2 C 5.651 -3.267 1.475  C1 1.512, O3 1.423, H7 1.088, H8 1.094
3 O 6.002 -3.438 2.844  C2 1.423, H9 0.969
4 H 3.559 -3.626 1.654  C1 1.097
5 H 3.927 -2.643 0.290  C1 1.091
6 H 4.005 -1.971 1.992  C1 1.092
7 H 6.296 -2.525 1.010  C2 1.088
8 H 5.757 -4.219 0.947  C2 1.094
9 H 5.212 -3.818 3.256  O3 0.969
10 C -1.878 5.301 -1.256  C11 1.513, H13 1.095, H14 1.091, H15 1.091
11 C -1.120 6.611 -1.260  C10 1.513, O12 1.442, H16 1.092, H17 1.088
12 O -0.667 6.891 0.081  C11 1.442, H18 0.975
13 H -2.136 5.011 -2.279  C10 1.095
14 H -2.818 5.345 -0.703  C10 1.091
15 H -1.252 4.512 -0.835  C10 1.091
16 H -1.744 7.410 -1.664  C11 1.092
17 H -0.180 6.542 -1.803  C11 1.088
18 H -1.371 6.822 0.752  O12 0.975
19 C 5.586 -0.128 -0.432  C20 1.518, H22 1.092, H23 1.092, H24 1.089
20 C 4.250 0.429 -0.888  C19 1.518, O21 1.414, H25 1.103, H26 1.097
21 O 4.024 0.389 -2.284  C20 1.414, H27 0.982
22 H 5.685 0.026 0.644  C19 1.092
23 H 6.440 0.401 -0.860  C19 1.092
24 H 5.699 -1.183 -0.678  C19 1.089
25 H 4.192 1.418 -0.404  C20 1.103
26 H 3.431 -0.083 -0.368  C20 1.097
27 H 3.044 0.342 -2.315  O21 0.982
28 C 0.215 4.395 -6.402  C29 1.534, H34 1.089, H35 1.092, H36 1.094
29 C 1.525 3.682 -6.042  C28 1.534, C30 1.528, N33 1.466, H37 1.100
30 C 1.341 2.509 -5.079  C29 1.528, O31 1.415, H38 1.098, H39 1.094
31 O 0.724 2.829 -3.846  C30 1.415, C32 1.428
32 C 1.568 3.550 -2.948  O31 1.428, H40 1.087, H41 1.091, H42 1.097
33 N 2.148 3.298 -7.312  C29 1.466, H43 1.023, H44 1.016
34 H -0.359 4.849 -5.596  C28 1.089
35 H -0.363 3.675 -6.986  C28 1.092
36 H 0.428 5.217 -7.092  C28 1.094
37 H 2.134 4.414 -5.492  C29 1.100
38 H 2.325 2.046 -4.925  C30 1.098
39 H 0.697 1.733 -5.504  C30 1.094
40 H 0.985 3.803 -2.066  C32 1.087
41 H 1.999 4.455 -3.377  C32 1.091
42 H 2.421 2.910 -2.695  C32 1.097
43 H 2.989 2.782 -7.041  N33 1.023
44 H 2.527 4.152 -7.712  N33 1.016
45 C 2.314 6.434 1.866  C46 1.536, H51 1.095, H52 1.089, H53 1.095
46 C 2.720 5.494 0.722  C45 1.536, C47 1.517, N50 1.469, H54 1.091
47 C 2.100 4.114 0.837  C46 1.517, O48 1.410, H55 1.098, H56 1.101
48 O 2.447 3.548 2.081  C47 1.410, C49 1.419
49 C 1.907 2.251 2.277  O48 1.419, H57 1.091, H58 1.092, H59 1.094
50 N 2.272 6.118 -0.529  C46 1.469, H60 1.012, H61 1.009
51 H 1.245 6.674 1.862  C45 1.095
52 H 2.836 7.384 1.771  C45 1.089
53 H 2.385 5.966 2.854  C45 1.095
54 H 3.809 5.438 0.749  C46 1.091
55 H 2.420 3.527 -0.033  C47 1.098
56 H 1.012 4.208 0.697  C47 1.101
57 H 2.349 1.947 3.227  C49 1.091
58 H 2.203 1.539 1.504  C49 1.092
59 H 0.820 2.234 2.403  C49 1.094
60 H 1.272 6.260 -0.598  N50 1.012
61 H 2.704 7.012 -0.711  N50 1.009
62 C 2.031 -0.841 -5.952  C63 1.529, H68 1.088, H69 1.091, H70 1.099
63 C 0.686 -1.554 -5.807  C62 1.529, C64 1.521, N67 1.475, H71 1.096
64 C 0.402 -2.459 -6.996  C63 1.521, O65 1.398, H72 1.099, H73 1.103
65 O 1.181 -3.621 -7.000  C64 1.398, C66 1.405
66 C 1.117 -4.370 -8.188  O65 1.405, H74 1.097, H75 1.086, H76 1.095
67 N 0.572 -2.164 -4.470  C63 1.475, H77 1.017, H78 1.016
68 H 2.365 -0.306 -5.065  C62 1.088
69 H 2.061 -0.364 -6.932  C62 1.091
70 H 2.816 -1.598 -6.086  C62 1.099
71 H -0.097 -0.791 -5.891  C63 1.096
72 H 0.518 -1.887 -7.926  C64 1.099
73 H -0.661 -2.752 -6.971  C64 1.103
74 H 0.090 -4.600 -8.496  C66 1.097
75 H 1.641 -5.313 -8.067  C66 1.086
76 H 1.550 -3.783 -9.005  C66 1.095
77 H 1.447 -2.601 -4.187  N67 1.017
78 H -0.041 -2.965 -4.588  N67 1.016
79 C 2.392 -6.246 4.324  C80 1.531, H85 1.093, H86 1.093, H87 1.093
80 C 2.277 -4.750 4.017  C79 1.531, C81 1.527, N84 1.489, H88 1.090
81 C 1.050 -4.095 4.647  C80 1.527, O82 1.417, H89 1.097, H90 1.098
82 O -0.091 -4.399 3.865  C81 1.417, C83 1.405
83 C -1.189 -3.569 4.144  O82 1.405, H91 1.096, H92 1.096, H93 1.088
84 N 3.503 -4.133 4.592  C80 1.489, H94 1.025, H95 1.021
85 H 2.478 -6.453 5.393  C79 1.093
86 H 3.272 -6.754 3.922  C79 1.093
87 H 1.573 -6.832 3.900  C79 1.093
88 H 2.284 -4.655 2.931  C80 1.090
89 H 1.187 -3.013 4.763  C81 1.097
90 H 0.870 -4.486 5.657  C81 1.098
91 H -0.952 -2.510 3.991  C83 1.096
92 H -1.544 -3.599 5.180  C83 1.096
93 H -2.036 -3.857 3.524  C83 1.088
94 H 3.263 -3.137 4.599  N84 1.025
95 H 3.492 -4.284 5.602  N84 1.021
96 C -0.773 -7.222 0.664  C97 1.544, H102 1.098, H103 1.091, H104 1.091
97 C 0.435 -6.439 0.105  C96 1.544, C98 1.528, N101 1.462, H105 1.091
98 C 0.258 -4.927 0.238  C97 1.528, O99 1.401, H106 1.103, H107 1.104
99 O -0.699 -4.548 -0.712  C98 1.401, C100 1.400
100 C -0.796 -3.157 -0.843  O99 1.400, H108 1.096, H109 1.097, H110 1.095
101 N 1.647 -6.876 0.796  C97 1.462, H111 1.013, H112 1.009
102 H -1.656 -6.949 0.071  C96 1.098
103 H -1.023 -6.985 1.699  C96 1.091
104 H -0.723 -8.305 0.544  C96 1.091
105 H 0.561 -6.700 -0.946  C97 1.091
106 H 1.235 -4.418 0.206  C98 1.103
107 H 0.015 -4.632 1.273  C98 1.104
108 H -1.386 -2.872 -1.723  C100 1.096
109 H 0.174 -2.707 -1.090  C100 1.097
110 H -1.322 -2.661 -0.021  C100 1.095
111 H 1.611 -6.555 1.756  N101 1.013
112 H 1.775 -7.877 0.819  N101 1.009
113 C -4.567 -1.728 -4.532  C114 1.531, H119 1.091, H120 1.089, H121 1.092
114 C -3.099 -1.295 -4.514  C113 1.531, C115 1.494, N118 1.475, H122 1.100
115 C -2.851 0.108 -4.063  C114 1.494, O116 1.410, H123 1.100, H124 1.097
116 O -3.485 1.060 -4.887  C115 1.410, C117 1.410
117 C -3.296 2.364 -4.385  O116 1.410, H125 1.087, H126 1.097, H127 1.097
118 N -2.291 -2.219 -3.696  C114 1.475, H128 1.032, H129 1.016
119 H -4.592 -2.580 -5.212  C113 1.091
120 H -5.245 -0.958 -4.897  C113 1.089
121 H -4.892 -2.004 -3.527  C113 1.092
122 H -2.844 -1.498 -5.565  C114 1.100
123 H -1.771 0.316 -4.086  C115 1.100
124 H -3.165 0.188 -3.015  C115 1.097
125 H -3.853 3.089 -4.974  C117 1.087
126 H -2.225 2.597 -4.406  C117 1.097
127 H -3.626 2.465 -3.343  C117 1.097
128 H -1.318 -1.879 -3.741  N118 1.032
129 H -2.256 -3.104 -4.194  N118 1.016
130 C -0.808 1.080 -1.330  C131 1.527, H136 1.092, H137 1.089, H138 1.092
131 C 0.611 0.521 -1.262  C130 1.527, C132 1.521, N135 1.480, H139 1.093
132 C 0.676 -0.802 -0.513  C131 1.521, O133 1.414, H140 1.095, H141 1.097
133 O 0.473 -0.512 0.856  C132 1.414, C134 1.419
134 C 0.431 -1.646 1.708  O133 1.419, H142 1.092, H143 1.091, H144 1.096
135 N 1.136 0.283 -2.625  C131 1.480, H145 1.021, H146 1.025
136 H -1.187 1.352 -0.343  C130 1.092
137 H -1.520 0.381 -1.768  C130 1.089
138 H -0.812 1.970 -1.963  C130 1.092
139 H 1.288 1.255 -0.820  C131 1.093
140 H 1.649 -1.252 -0.732  C132 1.095
141 H -0.099 -1.470 -0.907  C132 1.097
142 H 0.531 -1.238 2.717  C134 1.092
143 H 1.217 -2.355 1.441  C134 1.091
144 H -0.557 -2.119 1.725  C134 1.096
145 H 0.644 -0.441 -3.150  N135 1.021
146 H 0.897 1.127 -3.156  N135 1.025
147 C -1.804 5.655 3.955  C148 1.537, H153 1.093, H154 1.090, H155 1.089
148 C -2.473 5.656 2.571  C147 1.537, C149 1.521, N152 1.469, H156 1.099
149 C -3.660 4.716 2.426  C148 1.521, O150 1.402, H157 1.103, H158 1.095
150 O -3.317 3.360 2.522  C149 1.402, C151 1.413
151 C -2.493 2.808 1.515  O150 1.413, H159 1.095, H160 1.096, H161 1.088
152 N -2.716 7.057 2.202  C148 1.469, H162 1.014, H163 1.016
153 H -1.579 4.612 4.189  C147 1.093
154 H -2.450 6.073 4.726  C147 1.090
155 H -0.833 6.140 3.867  C147 1.089
156 H -1.742 5.165 1.913  C148 1.099
157 H -4.166 4.862 1.457  C149 1.103
158 H -4.427 4.910 3.182  C149 1.095
159 H -1.443 3.026 1.735  C151 1.095
160 H -2.811 3.285 0.581  C151 1.096
161 H -2.639 1.730 1.503  C151 1.088
162 H -2.963 7.483 3.088  N152 1.014
163 H -3.509 7.184 1.578  N152 1.016
164 C -5.922 -1.842 3.076  C165 1.535, H170 1.095, H171 1.093, H172 1.089
165 C -4.412 -2.078 2.944  C164 1.535, C166 1.502, N169 1.485, H173 1.094
166 C -3.774 -1.574 1.681  C165 1.502, O167 1.405, H174 1.097, H175 1.106
167 O -4.250 -2.359 0.617  C166 1.405, C168 1.406
168 C -3.634 -2.047 -0.608  O167 1.406, H176 1.092, H177 1.088, H178 1.098
169 N -3.718 -1.464 4.103  C165 1.485, H179 1.014, H180 1.021
170 H -6.160 -0.776 3.004  C164 1.095
171 H -6.269 -2.097 4.080  C164 1.093
172 H -6.526 -2.405 2.364  C164 1.089
173 H -4.242 -3.158 2.981  C165 1.094
174 H -2.681 -1.486 1.704  C166 1.097
175 H -4.110 -0.530 1.534  C166 1.106
176 H -3.711 -1.017 -0.963  C168 1.092
177 H -4.004 -2.745 -1.356  C168 1.088
178 H -2.571 -2.318 -0.573  C168 1.098
179 H -4.343 -1.435 4.902  N169 1.014
180 H -3.626 -0.476 3.862  N169 1.021
181 C -0.580 0.643 4.812  C182 1.526, H187 1.093, H188 1.090, H189 1.095
182 C 0.019 -0.574 5.511  C181 1.526, C183 1.519, N186 1.476, H190 1.095
183 C 0.636 -0.294 6.871  C182 1.519, O184 1.418, H191 1.098, H192 1.100
184 O -0.349 0.363 7.652  C183 1.418, C185 1.414
185 C 0.073 0.732 8.950  O184 1.414, H193 1.088, H194 1.094, H195 1.095
186 N -1.017 -1.612 5.680  C182 1.476, H196 1.014, H197 1.015
187 H 0.209 1.291 4.419  C181 1.093
188 H -1.328 1.114 5.449  C181 1.090
189 H -1.187 0.373 3.941  C181 1.095
190 H 0.798 -1.050 4.905  C182 1.095
191 H 1.619 0.193 6.870  C183 1.098
192 H 0.906 -1.230 7.380  C183 1.100
193 H -0.823 1.141 9.413  C185 1.088
194 H 0.859 1.494 8.957  C185 1.094
195 H 0.428 -0.173 9.455  C185 1.095
196 H -1.726 -1.350 6.355  N186 1.014
197 H -1.526 -1.647 4.802  N186 1.015

The HOMO energy comes out at -8.7436 eV. The charge is 0. For the energy relative to the best compared isomer or geometry (same formula, charge and spin), the calculation gives 94.7 kcal/mol. The value obtained for the LUMO energy is 0.01862 Ha.